No. 1
Formula: C21H26AsN3O4RuS
Source: the Open Molecules 2025 dataset
Level of theory: ωB97M-V/def2-TZVPD

Positions of all 57 atoms, in Å:
Ru -0.13 -0.23 -0.21
C 2.38 -2.49 -2.85
C 3.65 -2.15 -2.42
C 3.79 -1.36 -1.28
C 2.66 -0.95 -0.60
N 1.43 -1.32 -1.01
C 1.29 -2.05 -2.13
C 2.66 -0.08 0.59
C 3.76 0.33 1.33
C 3.54 1.09 2.47
C 2.25 1.41 2.87
C 1.19 0.97 2.08
N 1.43 0.29 0.96
C -0.25 1.10 2.37
C -0.80 1.92 3.33
C -2.18 1.95 3.47
C -2.96 1.16 2.66
C -2.35 0.36 1.71
N -1.02 0.31 1.59
H 2.22 -3.07 -3.74
H 4.52 -2.47 -2.97
H 4.77 -1.05 -0.94
H 0.27 -2.24 -2.44
H 4.76 0.04 1.05
H 4.38 1.42 3.06
H 2.07 1.96 3.78
H -0.16 2.55 3.93
H -2.63 2.61 4.21
H -4.04 1.16 2.73
H -2.92 -0.24 1.02
C -0.34 -2.19 3.62
C -1.32 -2.59 2.52
As -0.59 -2.48 0.72
C -1.87 -3.33 -0.48
C -2.77 -4.36 0.18
C 0.99 -3.63 0.83
C 0.71 -4.97 1.49
H -0.79 -2.39 4.59
H -0.10 -1.13 3.59
H 0.59 -2.76 3.57
H -2.25 -2.03 2.56
H -1.59 -3.65 2.61
H -1.27 -3.77 -1.28
H -2.45 -2.52 -0.93
H -2.22 -5.16 0.67
H -3.41 -4.81 -0.58
H -3.43 -3.90 0.92
H 1.76 -3.07 1.37
H 1.34 -3.77 -0.19
H 0.35 -4.87 2.52
H 1.63 -5.55 1.53
H -0.02 -5.56 0.93
O -1.81 1.60 -3.07
S -1.21 0.91 -2.01
O -1.26 1.51 -0.60
O -1.65 -0.51 -1.67
O 0.31 0.67 -2.03

Results
Energy above the lowest of the compared OMol25 structures with the same formula, charge and spin ... 0.0 kcal/mol
Total charge ... +2
Kohn-Sham gap ... 8.573 eV
DFT total energy ... -109101.400 eV
HOMO level ... -15.67 eV

These are the natural (NBO) partial charges, in e, on atoms 1 to 6: 0.7736 -0.2108 -0.0955 -0.1902 0.1508 -0.3628

No. 2
Formula: C19H62AgFO19
Source: the Open Molecules 2025 dataset
Level of theory: ωB97M-V/def2-TZVPD

Positions of all 102 atoms, in Å:
Ag -35.28 10.54 -22.50
F -36.01 8.41 -23.10
C -32.44 7.52 -22.64
O -31.67 8.64 -22.72
H -32.77 7.06 -23.57
H -31.90 6.76 -22.07
H -33.40 7.73 -22.18
H -32.12 9.22 -23.34
C -36.55 12.98 -23.44
O -36.12 11.85 -24.31
H -37.39 13.52 -23.88
H -36.80 12.70 -22.42
H -35.72 13.67 -23.38
H -35.59 12.17 -25.05
C -32.89 11.12 -24.95
O -33.65 10.10 -24.27
H -32.47 11.82 -24.24
H -32.20 10.54 -25.57
H -33.62 11.74 -25.47
H -33.91 9.38 -24.85
C -38.12 10.24 -20.28
O -38.44 10.91 -21.50
H -38.31 10.83 -19.39
H -38.54 9.24 -20.18
H -37.04 10.12 -20.12
H -38.50 10.25 -22.19
C -34.84 3.10 -23.23
O -35.27 2.31 -24.35
H -34.59 4.09 -23.60
H -35.66 3.29 -22.54
H -34.06 2.70 -22.58
H -36.01 2.73 -24.81
C -38.69 6.35 -23.43
C -39.40 7.68 -23.25
O -38.63 8.85 -23.28
O -37.79 6.19 -22.35
H -38.06 6.23 -24.31
H -39.31 5.45 -23.41
H -40.07 7.66 -22.39
H -40.00 7.93 -24.13
H -37.73 8.53 -23.27
H -37.26 7.00 -22.38
C -38.46 2.97 -18.05
C -38.89 4.20 -18.81
O -37.92 4.41 -19.87
O -37.23 3.34 -17.43
H -38.23 2.25 -18.84
H -39.18 2.58 -17.33
H -38.89 5.06 -18.14
H -39.90 3.96 -19.13
H -38.07 5.21 -20.38
H -36.61 3.41 -18.16
C -34.28 5.70 -26.02
C -35.48 6.70 -26.03
O -35.01 7.93 -25.56
O -33.30 6.06 -27.05
H -34.63 4.67 -26.14
H -33.75 5.72 -25.07
H -36.09 6.28 -25.23
H -35.97 6.79 -27.00
H -35.37 8.11 -24.69
H -32.95 6.93 -26.83
C -39.34 7.17 -27.23
C -38.50 8.43 -27.16
O -37.74 8.45 -28.39
O -38.59 6.04 -26.91
H -39.91 7.05 -28.14
H -40.04 7.12 -26.39
H -37.98 8.25 -26.22
H -39.13 9.32 -27.12
H -37.29 7.62 -28.61
H -38.16 5.66 -27.68
C -36.40 13.40 -27.30
C -37.57 12.52 -27.75
O -38.13 11.84 -26.61
O -35.44 12.54 -26.82
H -36.66 14.06 -26.47
H -36.03 13.97 -28.16
H -37.29 11.74 -28.46
H -38.35 13.14 -28.19
H -37.47 11.22 -26.29
H -35.01 12.08 -27.54
C -35.55 7.90 -18.15
C -35.75 7.38 -19.56
O -35.06 8.23 -20.46
O -34.17 7.83 -17.67
H -36.24 7.29 -17.56
H -35.81 8.95 -18.05
H -36.84 7.36 -19.68
H -35.42 6.34 -19.61
H -35.39 8.02 -21.34
H -33.66 7.97 -18.47
C -33.08 10.93 -20.59
C -33.88 11.33 -19.38
O -35.28 11.14 -19.41
O -33.39 11.83 -21.62
H -33.23 9.87 -20.80
H -32.03 11.00 -20.29
H -33.48 12.33 -19.19
H -33.57 10.68 -18.56
H -35.66 11.79 -18.81
H -32.89 12.64 -21.54

Results
Kohn-Sham gap ... 9.634 eV
DFT total energy ... -66321.049 eV
HOMO level ... -9.64 eV

These are the Löwdin partial charges, in e, on atoms 1 to 6: 0.8316 -0.4554 -0.1860 -0.0970 0.0632 0.0924